1.
C18H19FN2O4S | ωB97M-V/def2-TZVPD

Each line ends with the Löwdin charge.
Atoms and positions in Å:
C  1.02739  5.09026  -0.12827  -0.0360
C  1.64538  4.46073  -1.33356  -0.2002
C  2.12388  5.25256  -2.37210  -0.0412
C  2.74884  4.70490  -3.47623  -0.0857
C  2.92326  3.33371  -3.56012  -0.0891
C  2.44586  2.52475  -2.54805  -0.0241
C  1.79262  3.07693  -1.45129  -0.1886
N  1.32602  2.19100  -0.44958  0.1436
C  0.06348  2.14389  0.04214  -0.4300
O  -0.84292  2.87977  -0.26898  0.1051
C  -0.11467  1.02738  1.04211  -0.0467
C  -0.55559  1.28966  2.33786  -0.2020
C  -0.77496  0.28093  3.26275  0.0260
C  -0.56184  -1.03390  2.88461  -0.0392
C  -0.13165  -1.30568  1.60001  -0.2719
C  0.09480  -0.29821  0.68399  0.0032
H  0.42557  -0.56773  -0.30690  0.1300
S  0.16108  -2.98753  1.05784  0.6755
O  1.40794  -3.02546  0.35386  -0.2782
O  -0.03438  -3.88085  2.16316  -0.2755
N  -1.06301  -3.13887  -0.08469  -0.2396
C  -0.81834  -4.16131  -1.08707  -0.1709
H  0.17325  -3.98435  -1.50201  0.1204
C  -1.90574  -4.04672  -2.15577  -0.1842
H  -1.80573  -4.84283  -2.89452  0.1304
O  -3.18619  -4.19426  -1.58727  -0.1247
C  -3.42124  -3.22049  -0.60032  -0.1843
H  -4.41788  -3.41997  -0.20430  0.1306
C  -2.37341  -3.29152  0.51434  -0.1761
H  -2.51854  -2.47938  1.22852  0.1231
H  -2.44678  -4.25211  1.04283  0.1329
H  -3.39599  -2.21626  -1.04972  0.1311
H  -1.82697  -3.06796  -2.65146  0.1305
H  -0.85020  -5.16307  -0.63575  0.1381
H  -0.71408  -1.85365  3.56859  0.1197
H  -1.10484  0.53721  4.25701  0.1258
F  -0.73889  2.55879  2.72320  0.1029
H  1.93091  1.40726  -0.24494  0.1506
H  2.57080  1.45225  -2.60337  0.1116
H  3.42407  2.89584  -4.41008  0.1016
H  3.11117  5.34660  -4.26508  0.1017
H  2.01077  6.32453  -2.30093  0.1108
H  1.40146  4.62715  0.78402  0.0877
H  1.24280  6.15515  -0.10062  0.0790
H  -0.05338  4.94979  -0.14291  0.0767

Output
Energy relative to the best compared isomer or geometry (same formula, charge and spin) (kcal/mol): 7.3
HOMO-LUMO gap (eV): 9.40
Net charge: 0
SMILES: Cc1ccccc1NC(=O)c1cc(S(=O)(=O)N2CCOCC2)ccc1F
DFT total energy (eV): -43697.091
Maximum force (eV/Å): 0.98

2.
C15H18N2O6 | ωB97M-V/def2-TZVPD

Each line ends with the Löwdin charge.
Atoms and positions in Å:
C  1.36375  2.05300  -0.97825  -0.0131
C  1.95949  0.81224  -0.40535  -0.1124
C  3.02282  0.86481  0.50632  -0.0959
C  3.62557  -0.27922  1.01748  0.0154
C  3.15364  -1.52479  0.65857  -0.0442
C  2.08134  -1.61193  -0.21015  0.0033
C  1.49191  -0.46803  -0.74520  -0.0748
C  0.35245  -0.67431  -1.69101  -0.4257
O  0.10744  -0.01555  -2.66584  0.1316
O  -0.37333  -1.73791  -1.30426  -0.0189
C  -1.52646  -2.07390  -2.06795  -0.0389
H  -1.59619  -1.42322  -2.94577  0.1363
C  -2.82621  -1.93978  -1.26094  -0.4647
O  -3.90371  -2.02728  -1.80029  0.0811
N  -2.63637  -1.78285  0.06184  0.0897
H  -1.68887  -1.68500  0.39475  0.1278
C  -3.69837  -1.39647  0.95485  -0.1092
H  -3.79412  -2.11828  1.77234  0.1281
H  -4.61521  -1.39261  0.36171  0.1278
C  -3.45521  0.00857  1.53151  -0.3060
C  -2.19103  0.10951  2.41595  -0.1173
H  -2.42781  0.62871  3.34422  0.1140
C  -1.22268  0.94499  1.57536  -0.1473
H  -0.60717  0.30789  0.93809  0.0894
C  -2.19194  1.76638  0.72479  -0.1880
H  -2.53691  2.64841  1.28438  0.1263
H  -1.78016  2.08973  -0.23213  0.1182
O  -3.27748  0.90933  0.45063  -0.0892
H  -0.56825  1.57038  2.17821  0.1160
H  -1.79216  -0.87169  2.66796  0.1121
H  -4.34892  0.29613  2.10499  0.1474
H  -1.42227  -3.11109  -2.39992  0.1453
H  1.69677  -2.57870  -0.49555  0.1233
H  3.61169  -2.41726  1.05347  0.1111
H  4.45636  -0.16697  1.69791  0.1231
N  3.56141  2.12085  0.98002  -0.3517
O  2.81814  3.07289  1.06483  0.0892
O  4.73187  2.13018  1.29402  0.0876
H  0.75001  1.82666  -1.84244  0.0731
H  0.75784  2.55787  -0.22649  0.0837
H  2.14247  2.75239  -1.27629  0.0961

Output
Energy relative to the best compared isomer or geometry (same formula, charge and spin) (kcal/mol): 22.3
HOMO-LUMO gap (eV): 9.14
Net charge: 0
SMILES: Cc1c(C(=O)OCC(=O)NC[C@H]2CCCO2)cccc1[N+](=O)[O-]
DFT total energy (eV): -31110.083
Maximum force (eV/Å): 1.32

3.
C61H74AsBN10O4S2W | ωB97M-V/def2-TZVPD

Each line ends with the Löwdin charge.
Atoms and positions in Å:
W  0.11240  -0.80504  1.30922  1.3765
C  4.23054  -1.69173  -1.32825  -0.0444
C  3.63350  -1.36854  0.03845  -0.3878
C  4.71520  -1.42475  1.12411  -0.0656
C  2.98554  -0.01495  0.02420  -0.2360
C  3.60253  1.14749  -0.42793  0.0464
C  2.69594  2.17228  -0.23628  -0.1806
C  2.90679  3.62416  -0.54032  -0.3544
C  3.22635  3.82335  -2.02408  -0.0509
C  4.03035  4.16945  0.34883  -0.0442
N  1.59415  1.63761  0.31056  0.0678
N  1.75203  0.29864  0.47111  -0.0552
B  0.30230  2.32190  0.76444  -0.5073
N  0.17175  2.09788  2.28727  0.0650
N  0.12850  0.84508  2.83788  -0.0097
C  -0.06284  1.00868  4.16537  -0.2274
C  -0.11999  2.37743  4.43781  0.0271
C  0.04954  3.03447  3.23887  -0.1937
C  0.26044  4.51097  3.08290  -0.3600
C  -0.86195  5.30367  3.75732  -0.0532
C  1.60764  4.88984  3.71419  -0.0450
C  -0.00767  0.06803  5.35600  -0.3523
C  -0.59523  -1.33468  5.25352  -0.0690
C  1.46064  0.00642  5.81371  -0.0589
N  -0.86077  1.72835  -0.04976  0.0732
N  -1.00164  0.38264  -0.16515  -0.0322
C  -2.05793  0.14968  -0.96183  -0.2352
C  -2.58708  1.37829  -1.35503  0.0143
C  -1.80773  2.35382  -0.76252  -0.1979
C  -2.01948  3.82772  -0.95971  -0.3300
C  -0.88863  4.47359  -1.76933  -0.0350
C  -2.29773  4.56020  0.35449  -0.0385
C  -2.47720  -1.18664  -1.51601  -0.3496
C  -3.03803  -2.19760  -0.51423  -0.0567
C  -3.51080  -0.99908  -2.62784  -0.0655
H  4.64269  -2.70185  -1.33576  0.0883
H  3.45203  -1.62865  -2.08225  0.0516
H  5.02757  -0.99405  -1.59137  0.0795
H  2.87625  -2.11524  0.25297  0.0445
H  5.48624  -0.67230  0.94692  0.0804
H  4.28407  -1.24964  2.10682  0.0355
H  5.18450  -2.41002  1.12498  0.0840
H  4.59193  1.22901  -0.84267  0.1221
H  1.99723  4.17774  -0.30918  0.0997
H  4.17486  3.35264  -2.28641  0.0781
H  2.44245  3.38783  -2.64528  0.0774
H  3.29871  4.88717  -2.25402  0.0812
H  4.96867  3.65481  0.14071  0.0821
H  4.16805  5.23666  0.17118  0.0825
H  3.78503  4.01972  1.40042  0.0677
H  0.37236  3.48037  0.55438  0.0960
H  -0.26011  2.81729  5.41034  0.1243
H  0.29726  4.77650  2.02685  0.1029
H  -0.87593  5.10359  4.82916  0.0780
H  -0.69449  6.37170  3.61306  0.0837
H  -1.83414  5.04394  3.33863  0.0769
H  1.59224  4.70726  4.78902  0.0828
H  2.42014  4.30578  3.28169  0.0690
H  1.80706  5.94933  3.54810  0.0830
H  -0.56883  0.58608  6.14083  0.1311
H  -0.09386  -1.93115  4.50265  0.0131
H  -0.47402  -1.83680  6.21515  0.0895
H  -1.66243  -1.31311  5.03263  0.0541
H  2.07419  -0.48101  5.05949  0.0362
H  1.84683  1.01197  5.97995  0.0784
H  1.53932  -0.55631  6.74478  0.0818
H  -3.42989  1.54985  -2.00045  0.1179
H  -2.92643  3.90524  -1.56559  0.1356
H  0.03829  4.52130  -1.20019  0.0549
H  -0.69960  3.89800  -2.67733  0.0682
H  -1.16036  5.49017  -2.05786  0.0843
H  -1.43087  4.53232  1.00936  0.0430
H  -2.55847  5.60170  0.15937  0.0869
H  -3.12378  4.08151  0.88046  0.0838
H  -1.57290  -1.62860  -1.94157  0.0829
H  -3.93891  -1.81383  -0.02850  0.0746
H  -3.30081  -3.11377  -1.04637  0.0920
H  -2.29873  -2.46612  0.23092  0.0104
H  -4.44223  -0.61480  -2.20635  0.0847
H  -3.16100  -0.30600  -3.39464  0.0712
H  -3.72446  -1.95875  -3.09703  0.0764
S  1.75084  -1.88897  2.72120  0.7184
C  1.82902  -3.53238  2.14048  -0.6097
C  2.56251  -4.46010  2.87452  -0.0399
C  2.70864  -5.76805  2.43363  -0.1851
C  3.49370  -6.68385  3.19407  -0.1812
N  4.14872  -7.39605  3.81464  0.1707
C  2.10588  -6.15537  1.22164  -0.1858
C  1.38376  -5.22667  0.48667  -0.0444
C  1.23363  -3.91410  0.92521  -0.6169
S  0.39905  -2.76396  -0.09797  0.7055
C  2.23238  -7.49473  0.74857  -0.1822
N  2.32001  -8.57396  0.36210  0.1694
H  3.02557  -4.14502  3.79994  0.1213
H  0.93821  -5.52353  -0.45373  0.1105
O  0.78761  -0.51591  -2.23511  -0.4711
As  0.71765  -1.13551  -3.74378  1.1794
C  -0.20948  -2.81681  -4.05606  -0.3006
C  0.32296  -3.98567  -3.51967  -0.1306
C  -0.29623  -5.20244  -3.75557  -0.0691
C  -1.43208  -5.25828  -4.55165  -0.0733
C  -1.94861  -4.09805  -5.11058  -0.0746
C  -1.34264  -2.87609  -4.85713  -0.1008
C  -0.05609  0.12296  -4.99687  -0.3019
C  -0.66342  1.27775  -4.52279  -0.0884
C  -1.10303  2.24576  -5.41434  -0.0768
C  -0.94460  2.05356  -6.77913  -0.0798
C  -0.34506  0.89415  -7.25498  -0.0767
C  0.10332  -0.06868  -6.36558  -0.1001
C  2.47067  -1.38337  -4.54353  -0.3091
C  2.90585  -2.55590  -5.14372  -0.0884
C  4.17548  -2.61296  -5.70368  -0.0746
C  5.00240  -1.50108  -5.67192  -0.0782
C  4.56628  -0.32379  -5.07631  -0.0746
C  3.30255  -0.26661  -4.51667  -0.1061
H  1.21884  -3.92437  -2.91461  0.0952
H  0.11278  -6.11175  -3.33378  0.1083
H  -1.91061  -6.20890  -4.74733  0.1065
H  -2.81813  -4.14832  -5.75315  0.1067
H  -1.74446  -1.96683  -5.28868  0.0994
H  -0.77511  1.40718  -3.45015  0.0859
H  -1.55511  3.15921  -5.04908  0.1000
H  -1.28004  2.81223  -7.47412  0.1040
H  -0.21479  0.75103  -8.31954  0.1050
H  0.58603  -0.96694  -6.73550  0.1102
H  2.25647  -3.42139  -5.18997  0.0950
H  4.51949  -3.52769  -6.16856  0.1055
H  5.98426  -1.54730  -6.12447  0.1043
H  5.21342  0.54329  -5.05372  0.1052
H  2.94515  0.64019  -4.03833  0.1064
C  -4.74227  -0.09027  5.61865  -0.0692
C  -3.88528  0.52112  4.51580  -0.1480
C  -4.21322  0.03624  3.06636  -0.2802
C  -5.41882  0.79253  2.49073  -0.1644
C  -5.61506  0.53908  0.99687  -0.0654
C  -4.49230  -1.44961  3.09799  -0.4079
O  -5.58421  -1.94151  3.23807  0.1219
N  -3.36278  -2.24728  3.00611  0.2433
C  -2.16614  -1.80111  2.50584  -0.6096
O  -1.20359  -2.56764  2.35293  -0.0981
N  -1.98842  -0.54444  2.11011  0.0654
C  -2.93887  0.42755  2.30831  -0.4069
O  -2.75706  1.58557  2.00206  0.1118
H  -5.80100  0.10332  5.45039  0.0810
H  -4.45493  0.34192  6.57702  0.0783
H  -4.60084  -1.16920  5.68252  0.0769
H  -2.83453  0.30996  4.72707  0.0910
H  -3.99184  1.60662  4.51387  0.1266
H  -5.24760  1.85750  2.64728  0.1180
H  -6.31004  0.48466  3.03809  0.1187
H  -4.74014  0.87150  0.43754  0.0581
H  -6.48215  1.09004  0.63213  0.0792
H  -5.78324  -0.52099  0.79690  0.0727
H  -3.47648  -3.24760  3.09642  0.1777

Output
2S+1: 3
Energy relative to the best compared isomer or geometry (same formula, charge and spin) (kcal/mol): 11.7
HOMO-LUMO gap (alpha / beta) (eV): 7.28 / 7.28
Net charge: 0
DFT total energy (eV): -172567.683
<S²>: 2.016
Maximum force (eV/Å): 1.65